# 1
C17H20IN8OPdSbSe4 | ωB97M-V/def2-TZVPD

The calculation puts the HOMO-LUMO gap at 4.17 eV. Its total charge is -2. Its total energy is -311428.623 eV. The value obtained for the energy relative to the best compared isomer or geometry (same formula, charge and spin) is 0.351 eV.

The geometry in XYZ format:
```
53
Properties=species:S:1:pos:R:3:lowdin_charge:R:1
I -5.17282 -1.38997 -1.51768 0.788
Sb 2.33337 2.47844 1.16721 0.055
Pd -0.92093 -0.89513 1.96930 0.410
Se 4.93699 3.36324 0.34377 -0.344
Se 1.39553 -0.32392 1.60145 -0.042
Se 4.56973 1.43366 1.69488 -0.241
Se 1.74845 3.92355 3.07311 -0.305
O -2.90724 1.07104 3.81100 -0.058
N -1.48977 2.76809 3.38640 0.166
N -3.62474 -2.45261 2.28810 0.039
N 1.12979 -0.27985 -3.85330 -0.067
N 1.26241 -0.67992 -5.13738 0.019
N -0.60229 -0.63230 -2.23067 -0.013
N -1.25366 -1.10421 -0.19355 -0.026
N -3.53835 -1.11176 2.32554 -0.054
N 2.50232 -0.86796 -5.39700 0.041
C -4.17042 -2.73212 1.11672 -0.249
C 4.13324 0.12076 -1.74923 -0.076
C 2.35400 -0.20291 -3.25003 -0.154
C -0.60100 -0.69358 3.94499 -0.372
C -0.58857 0.76270 4.39025 -0.238
C -1.75442 1.54222 3.84229 -0.566
C -1.14924 -2.27512 -0.90675 -0.133
C 4.61417 -0.61024 -4.02706 -0.041
C 2.77479 0.13861 -1.95955 -0.002
C -0.91212 -0.13004 -1.00395 -0.390
C -0.75956 -2.00468 -2.17668 -0.053
C -4.01928 -0.53303 1.20965 -0.188
C 5.03859 -0.24427 -2.77303 -0.077
C 3.23270 -0.58521 -4.26184 -0.251
C -4.44078 -1.55609 0.39684 -0.810
C -0.16346 0.12791 -3.37145 -0.074
C -0.87302 1.31343 -0.65389 -0.056
H 2.09290 0.35360 -1.14315 0.018
H -2.25083 3.30610 3.00797 0.101
H -1.15016 1.41086 0.39465 0.051
H -0.66514 0.85649 5.48470 0.115
H -1.34559 -3.22802 -0.44670 0.101
H -4.34413 -3.75435 0.82096 0.092
H -0.54419 -2.63155 -3.02423 0.113
H 0.32280 -1.17902 4.25475 0.005
H -3.98603 0.53392 1.07584 0.118
H -0.52826 3.12781 3.32489 -0.077
H 0.34357 1.24365 4.08950 0.048
H 5.30581 -0.89996 -4.80737 0.098
H -0.13392 1.17633 -3.07764 0.135
H 4.50985 0.38632 -0.76708 0.002
H 0.13728 1.71979 -0.74413 0.011
H -0.84389 0.00638 -4.21373 0.132
H 6.09735 -0.23477 -2.54731 0.100
H -1.55641 1.89705 -1.27763 0.083
H -3.10277 -0.58609 3.09835 0.079
H -1.44262 -1.24328 4.39889 0.036
```

---

# 2
C17H20N2O4 | ωB97M-V/def2-TZVPD

The calculation puts the HOMO-LUMO gap at 9.33 eV. Its total charge is 0. Its total energy is -29125.470 eV. The value obtained for the energy relative to the best compared isomer or geometry (same formula, charge and spin) is 0.473 eV.

The geometry in XYZ format:
```
43
Properties=species:S:1:pos:R:3:lowdin_charge:R:1
O 0.72547 -1.08858 -2.87592 0.106
O 1.08605 -1.10043 1.66582 0.128
O -3.37065 3.68992 -0.02850 0.079
O -3.20988 -2.64029 0.21122 -0.075
N 0.58372 -1.24074 -0.56702 0.056
N 2.34499 -0.26796 -1.46275 0.164
C 1.34999 -0.90037 0.50815 -0.375
C 4.94041 0.12786 0.48805 -0.182
C -0.72827 -1.83089 -0.48344 -0.051
C -1.08647 3.42105 -0.63784 -0.013
C 1.18268 -0.88140 -1.78356 -0.497
C -2.45694 2.92219 -0.24089 -0.407
C 2.60543 -0.22747 -0.04420 -0.343
C -4.45304 -3.18917 0.58471 -0.072
C 2.78439 1.21546 0.48785 -0.091
C -4.11732 -0.38497 0.36394 0.002
C -1.60563 0.54002 -0.35876 0.043
C -1.81685 -0.81572 -0.23610 -0.093
C -3.88490 0.96962 0.24069 -0.001
C 4.16082 1.25418 1.16016 -0.176
C 3.89135 -0.97183 0.36038 -0.098
C -3.08986 -1.29246 0.12558 -0.219
C -2.63195 1.45720 -0.12319 -0.151
H 2.73753 1.90885 -0.35289 0.118
H -5.23538 -2.93680 -0.13729 0.098
H 4.05750 1.03948 2.22365 0.117
H -0.72985 -2.56267 0.32944 0.141
H -0.80615 3.01372 -1.60673 0.088
H -1.10559 4.50642 -0.69532 0.084
H 5.28424 0.44017 -0.49966 0.112
H -0.91586 -2.34770 -1.43008 0.145
H 3.01064 0.02299 -2.15738 0.164
H 5.80369 -0.18932 1.06950 0.110
H 3.72585 -1.44343 1.33022 0.125
H -0.34943 3.11330 0.10084 0.079
H 4.15104 -1.74050 -0.36626 0.123
H -0.62630 0.88825 -0.64569 0.111
H 1.99061 1.47023 1.18907 0.116
H -4.30532 -4.26780 0.59290 0.096
H -4.75450 -2.85730 1.58265 0.099
H -4.67734 1.67937 0.42422 0.120
H 4.64147 2.22438 1.04879 0.109
H -5.10038 -0.72682 0.64566 0.105
```

---

# 3
C17H20N2O6S | ωB97M-V/def2-TZVPD

The calculation puts the HOMO-LUMO gap at 9.32 eV. Its total charge is 0. Its total energy is -44055.755 eV. The value obtained for the energy relative to the best compared isomer or geometry (same formula, charge and spin) is 0.143 eV.

The geometry in XYZ format:
```
46
Properties=species:S:1:pos:R:3:lowdin_charge:R:1
S 3.27297 1.06184 -0.40624 0.980
O -5.56347 -1.21456 1.01551 -0.044
O 0.97105 0.30906 1.72862 0.100
O -0.46933 3.58790 -1.08736 0.129
O 2.73969 -1.78973 -1.39435 -0.030
O -5.64123 -0.93769 -1.20728 0.115
O 2.83870 -3.12508 0.41587 0.118
N 5.32145 -2.05811 1.11369 0.053
N -0.02669 1.77493 0.25665 0.110
C 1.51229 -2.38279 -1.83036 -0.196
C 1.02066 1.27563 1.01322 -0.451
C -1.94128 1.06835 -1.05868 -0.001
C 0.28450 2.96339 -0.39690 -0.398
C -1.87983 0.60591 1.31058 0.016
C -3.16768 0.44214 -1.14197 0.010
C -3.10414 -0.02639 1.21877 0.009
C 1.71114 3.32320 -0.03618 -0.086
C -5.06985 -0.78638 -0.15543 -0.459
C 0.33245 -1.53346 -1.38248 -0.054
C 3.95771 -0.08798 0.82732 -0.397
C -6.82090 -1.87006 0.95299 -0.046
C 2.23930 2.11518 0.71201 -0.441
C -3.75564 -0.11332 -0.00802 -0.119
C -1.29531 1.14696 0.17076 -0.175
C 4.47099 -1.37126 0.16354 -0.371
C 3.25414 -2.20946 -0.24599 -0.488
H 3.16790 -0.32336 1.54204 0.082
H 4.74282 -2.43583 1.85979 0.085
H 1.70378 4.22236 0.58254 0.138
H -6.74756 -2.77405 0.34486 0.098
H 1.44256 -3.39414 -1.41791 0.121
H 2.27890 3.54476 -0.94030 0.119
H 1.57777 -2.42453 -2.91952 0.125
H 0.43082 -0.52761 -1.78334 0.070
H 0.29975 -1.48006 -0.29620 0.079
H -1.48959 1.50096 -1.93638 0.119
H -0.59638 -1.96864 -1.73940 0.084
H 5.78081 -2.84576 0.66937 0.085
H 4.79020 0.40318 1.33263 0.088
H -1.37419 0.67136 2.26022 0.117
H -7.57069 -1.21099 0.51059 0.098
H 5.05113 -1.11309 -0.72838 0.146
H -3.56103 -0.45271 2.09736 0.120
H -7.08574 -2.11887 1.97729 0.093
H -3.68820 0.36826 -2.08440 0.124
H 2.83613 2.33722 1.59568 0.126
```

---

# 4
C17H20N4OS | ωB97M-V/def2-TZVPD

The calculation puts the HOMO-LUMO gap at 7.62 eV. Its total charge is 0. Its total energy is -36781.463 eV. The value obtained for the energy relative to the best compared isomer or geometry (same formula, charge and spin) is 16.260 eV.

The geometry in XYZ format:
```
43
Properties=species:S:1:pos:R:3:lowdin_charge:R:1
S -4.08284 -0.61408 -0.64070 0.976
O -2.53803 2.07836 0.20985 -0.048
N -1.24931 2.17430 -1.66750 0.000
N 1.95914 -3.52195 4.01478 0.051
N -1.23667 -0.68531 -0.12634 0.036
N -0.50404 -1.23299 0.57287 -0.006
C 1.62408 1.25815 -0.92916 -0.133
C -0.30801 2.92052 -0.82727 -0.176
C -0.39246 -1.77533 1.84986 -0.156
C 3.11110 -3.13915 3.41523 -0.127
C 0.85211 -3.32725 3.26884 -0.052
C 1.61493 0.59352 -2.34578 -0.275
C -2.66918 -0.95056 0.35194 -0.415
C -3.07340 0.62637 -1.49471 -0.444
C 2.96368 -1.98827 2.73037 -0.192
C 0.93056 -2.20585 2.32059 -0.128
C -2.92228 -1.73842 1.60331 -0.010
C 0.34486 0.55412 -2.67003 -0.280
C 1.07423 2.74384 -0.85633 -0.213
C -0.64371 1.74248 -2.94222 -0.070
C -2.23842 1.72728 -1.03766 -0.526
C -1.70077 -2.00208 2.31692 0.001
C 2.06587 -1.54076 2.07681 -0.100
H 2.05173 -0.73818 1.45818 0.100
H 4.01425 -3.19603 4.10882 0.128
H -3.77827 -1.91726 1.90642 -0.001
H 1.72529 3.29381 -0.22417 0.095
H -0.43220 3.03065 0.05424 0.011
H 1.66177 3.33730 -1.75732 0.155
H -1.84691 -2.56640 3.25829 0.106
H -3.81221 1.21594 -2.12020 0.113
H 2.74088 1.40916 -0.51470 0.158
H -0.05412 -3.96453 3.64405 0.144
H -2.55834 -0.05722 -2.25932 0.092
H 2.03424 1.29805 -3.06670 0.131
H 4.07681 -1.40270 2.75912 0.180
H 2.18382 -0.20578 -2.13669 0.089
H -1.41715 1.59255 -3.47799 0.039
H -0.60472 4.10824 -1.16716 0.211
H -0.31907 -0.23159 -2.03829 0.132
H 0.30980 -0.07849 -3.84968 0.191
H 0.95255 0.86236 -0.28859 0.038
H 0.09040 2.51318 -3.48197 0.177
```

---

# 5
C17H20N5O7PPt | ωB97M-V/def2-TZVPD

The calculation puts the HOMO-LUMO gap (spin up / spin down) at 6.53 / 7.62 eV. Its total charge is 0. Its spin multiplicity is 3. Its total energy is -52271.610 eV. The value obtained for the energy relative to the best compared isomer or geometry (same formula, charge and spin) is 0.837 eV.

The geometry in XYZ format:
```
51
Properties=species:S:1:pos:R:3:lowdin_spin:R:1
Pt -1.02932 0.81276 -0.36996 1.317
P -0.36032 -1.31018 -0.91963 0.067
O 1.36769 1.01194 -0.05693 0.095
O -0.88177 2.13351 -2.64470 0.084
O -1.13388 4.24056 1.33355 0.000
O 2.83255 1.17061 1.64220 0.007
O -0.27923 1.64024 5.62324 -0.001
O -3.78119 -0.60781 2.56235 0.010
O -2.95154 -0.06940 0.53957 0.124
N 1.42517 -3.22617 -0.05508 0.000
N 1.86751 -2.26155 -2.25815 0.007
N -0.62576 0.60222 1.71082 0.122
N 0.02437 -3.82827 -1.95291 0.011
N -1.14248 2.92481 -0.55877 0.049
C -0.92724 3.10362 -1.87748 0.017
C 1.02579 -3.38601 -2.86338 0.001
C -0.73195 4.55961 -2.22561 0.002
C 2.45086 -2.74209 -0.91183 0.000
C 0.65476 -4.27767 -0.70947 0.000
C 1.70051 1.11303 1.18139 0.006
C 0.54060 1.06424 2.17966 0.011
C 0.55969 -2.13911 0.44158 -0.001
C 1.03905 -1.01622 -2.07037 0.015
C -0.42965 1.27601 4.32856 -0.002
C -1.04035 -2.82821 -1.71474 0.020
C -0.87078 5.25542 -0.86856 0.003
C -1.69251 0.45655 2.49351 0.008
C -1.62765 0.77615 3.83150 0.004
C 0.68367 1.40551 3.50184 0.005
C -1.06188 4.11868 0.13394 0.003
C -2.94678 -0.10551 1.82255 0.008
H 2.64574 -2.05262 -2.88317 0.000
H -1.73887 5.91132 -0.80814 0.000
H 0.67141 -0.69089 -3.04376 0.003
H 1.31993 -5.11028 -0.94448 0.000
H 1.16168 -1.39495 0.95796 0.000
H 0.25208 4.68080 -2.67856 0.001
H -0.11820 -4.62691 -0.02806 0.000
H 0.00129 5.83800 -0.57694 0.001
H -2.50349 0.62912 4.45124 0.001
H -1.11954 1.54371 6.08399 0.000
H 3.15657 -3.53145 -1.17039 0.000
H 0.59220 -2.98682 -3.77877 0.000
H 1.65972 -0.23617 -1.62201 0.001
H 2.96521 -1.88438 -0.48096 0.000
H 1.63284 1.76100 3.87505 0.001
H -1.53121 -2.57629 -2.65562 0.001
H 1.71994 -4.19377 -3.09453 0.000
H -1.47108 4.86432 -2.96557 0.000
H -1.79759 -3.26359 -1.06221 0.001
H -0.15657 -2.54743 1.15624 0.000
```

---

> Among the records above, which one has the lowest energy relative to the best compared isomer or geometry (same formula, charge and spin)?

C17H20N2O6S

---

> Among the records above, which one has the lowest total charge?

C17H20IN8OPdSbSe4

---

What did the first record say?
C17H20IN8OPdSbSe4 | ωB97M-V/def2-TZVPD

The calculation puts the HOMO-LUMO gap at 4.17 eV. Its total charge is -2. Its total energy is -311428.623 eV. The value obtained for the energy relative to the best compared isomer or geometry (same formula, charge and spin) is 0.351 eV.

The geometry in XYZ format:
```
53
Properties=species:S:1:pos:R:3:lowdin_charge:R:1
I -5.17282 -1.38997 -1.51768 0.788
Sb 2.33337 2.47844 1.16721 0.055
Pd -0.92093 -0.89513 1.96930 0.410
Se 4.93699 3.36324 0.34377 -0.344
Se 1.39553 -0.32392 1.60145 -0.042
Se 4.56973 1.43366 1.69488 -0.241
Se 1.74845 3.92355 3.07311 -0.305
O -2.90724 1.07104 3.81100 -0.058
N -1.48977 2.76809 3.38640 0.166
N -3.62474 -2.45261 2.28810 0.039
N 1.12979 -0.27985 -3.85330 -0.067
N 1.26241 -0.67992 -5.13738 0.019
N -0.60229 -0.63230 -2.23067 -0.013
N -1.25366 -1.10421 -0.19355 -0.026
N -3.53835 -1.11176 2.32554 -0.054
N 2.50232 -0.86796 -5.39700 0.041
C -4.17042 -2.73212 1.11672 -0.249
C 4.13324 0.12076 -1.74923 -0.076
C 2.35400 -0.20291 -3.25003 -0.154
C -0.60100 -0.69358 3.94499 -0.372
C -0.58857 0.76270 4.39025 -0.238
C -1.75442 1.54222 3.84229 -0.566
C -1.14924 -2.27512 -0.90675 -0.133
C 4.61417 -0.61024 -4.02706 -0.041
C 2.77479 0.13861 -1.95955 -0.002
C -0.91212 -0.13004 -1.00395 -0.390
C -0.75956 -2.00468 -2.17668 -0.053
C -4.01928 -0.53303 1.20965 -0.188
C 5.03859 -0.24427 -2.77303 -0.077
C 3.23270 -0.58521 -4.26184 -0.251
C -4.44078 -1.55609 0.39684 -0.810
C -0.16346 0.12791 -3.37145 -0.074
C -0.87302 1.31343 -0.65389 -0.056
H 2.09290 0.35360 -1.14315 0.018
H -2.25083 3.30610 3.00797 0.101
H -1.15016 1.41086 0.39465 0.051
H -0.66514 0.85649 5.48470 0.115
H -1.34559 -3.22802 -0.44670 0.101
H -4.34413 -3.75435 0.82096 0.092
H -0.54419 -2.63155 -3.02423 0.113
H 0.32280 -1.17902 4.25475 0.005
H -3.98603 0.53392 1.07584 0.118
H -0.52826 3.12781 3.32489 -0.077
H 0.34357 1.24365 4.08950 0.048
H 5.30581 -0.89996 -4.80737 0.098
H -0.13392 1.17633 -3.07764 0.135
H 4.50985 0.38632 -0.76708 0.002
H 0.13728 1.71979 -0.74413 0.011
H -0.84389 0.00638 -4.21373 0.132
H 6.09735 -0.23477 -2.54731 0.100
H -1.55641 1.89705 -1.27763 0.083
H -3.10277 -0.58609 3.09835 0.079
H -1.44262 -1.24328 4.39889 0.036
```